Record 1
A structure of composition C12H18BeBr4FILiMgNO10PS at a distorted geometry. Source: the OMol25 dataset; level of theory: wB97M-V/def2-TZVPD.

Charge: +1
2S+1: 1
Orbital gap (eV): 1.42

```
52
Properties=species:S:1:pos:R:3:forces:R:3
C -3.121519 -1.736308 5.600542 -1.6 0.3 0.4
P -2.114096 -1.244877 4.081249 0.9 -1.5 0.8
O -3.302775 -0.915624 2.819865 -0.3 -0.4 0.1
O -1.301379 0.258722 4.268537 -1.0 -0.3 -1.4
S -1.027792 0.789642 2.647205 -0.6 3.1 -1.4
O -1.284421 2.322349 2.568621 -1.0 -5.2 1.1
O 0.597826 0.606074 2.249901 -1.8 -0.5 0.9
I 0.628190 0.178240 0.239887 0.4 -0.1 -0.3
H -2.701846 -1.285945 6.564437 -0.8 -0.3 -1.4
H -4.231781 -1.476837 5.471257 1.5 -0.2 0.5
H -3.088761 -2.873934 5.768580 0.3 1.4 -0.7
H -3.889652 -1.712759 2.815798 -0.1 0.8 0.4
Be -1.992887 -2.139414 1.911241 0.3 1.0 0.6
O -1.389570 -4.564832 4.402601 -0.4 0.8 -0.9
H -0.876766 -4.189543 5.128682 0.2 -1.8 0.9
H -1.259217 -5.516978 4.507704 0.2 0.2 0.4
C -3.421513 -3.195647 9.470506 0.4 0.0 0.2
Br -1.892526 -4.070817 8.657164 -0.2 0.1 -0.4
Br -4.977405 -3.234812 8.309739 0.1 0.0 0.1
Br -3.817970 -3.917438 11.225496 0.0 0.1 -0.3
H -3.156893 -2.150108 9.610347 -0.2 -0.2 0.0
Br 0.420903 3.406224 1.972935 2.1 2.3 -0.6
C 1.989933 7.683090 1.060007 0.4 -1.0 0.0
C 2.428528 6.311428 1.458424 0.6 -1.2 0.3
N 2.772852 5.238291 1.769283 -0.4 2.4 -0.8
H 1.020938 7.912572 1.505078 0.1 0.1 -0.1
H 2.720849 8.423283 1.405564 -0.2 0.2 0.4
H 1.903000 7.744111 -0.029846 -0.3 -0.1 0.0
C -0.516502 -1.768426 -4.449852 0.0 0.1 -0.1
C 0.528229 -1.535555 -3.377728 -0.4 -0.2 -0.1
O 0.412056 -0.212466 -2.852349 0.2 0.3 0.6
H -0.402907 -1.044739 -5.259537 0.0 -0.1 0.0
H -0.432879 -2.775260 -4.863334 0.0 0.1 0.0
H -1.524011 -1.637346 -4.043508 0.0 -0.1 0.1
H 1.532115 -1.645811 -3.791655 0.0 0.2 0.1
H 0.412469 -2.251237 -2.557483 0.1 -0.1 -0.1
H -0.475464 -0.124250 -2.480658 0.0 0.0 -0.3
F -0.081863 -5.080651 6.822283 -0.3 1.4 -0.7
Li 4.198387 8.157588 -0.018202 0.0 -0.3 0.1
C 1.902663 1.636695 -8.039226 -2.2 -0.3 0.8
C 3.218765 1.747905 -8.446357 3.3 0.4 -1.0
C 3.971502 0.428355 -8.459099 0.3 -0.9 -0.1
O 5.112773 0.297686 -8.850742 -0.4 0.5 0.1
C 3.274503 -0.768776 -7.957521 2.2 0.3 -0.6
C 1.961349 -0.876539 -7.537647 -3.3 -0.3 1.1
C 1.178493 0.422374 -7.626807 -0.3 0.8 -0.3
O -0.005181 0.524029 -7.374336 0.4 -0.4 0.1
O 1.385448 -1.885260 -7.118104 1.1 0.8 -0.5
O 3.814796 2.773082 -8.790716 -1.1 -0.9 0.5
H 1.285855 2.529276 -8.009946 0.0 0.1 -0.1
H 3.905178 -1.651812 -7.935613 0.0 -0.1 0.0
Mg -0.381712 -2.142484 5.421581 1.8 -1.3 1.2
```
Forces are in eV/Å.

natural (NBO) atomic charge list, values in e, 4 entries: number 1, C, carries -1.045; number 2, P, carries 0.795; number 3, O, carries -1.098; number 4, O, carries -0.979

Record 2
The molecule C8H14N2O2S at a distorted geometry. Source: the OMol25 dataset; level of theory: wB97M-V/def2-TZVPD.

2S+1: 1
Orbital gap (spin up / spin down) (eV): 7.84 / 7.84

```
27
Properties=species:S:1:pos:R:3:forces:R:3
C -1.180859 -3.129628 -0.641588 -0.5 -1.8 -0.4
C -1.388166 0.117878 -1.742503 -1.3 -0.3 1.5
C 0.146396 -0.029243 -1.453015 -2.2 -0.6 -4.1
C -2.220502 -0.712437 -0.679941 0.8 0.5 0.5
C 0.689748 0.525512 -0.239414 1.1 0.1 2.6
C -1.549326 -1.903008 -0.092654 0.0 1.2 -0.3
C -1.132816 -0.736002 2.020587 -1.8 2.0 0.1
C 2.949553 0.389223 1.620234 -4.8 0.3 1.1
N -0.995033 -4.242458 -0.920376 0.2 0.9 -0.1
N -1.083733 -1.706073 1.127260 0.6 -2.2 3.1
O 3.110717 0.038137 -0.888140 0.4 -0.3 -0.8
O 1.946182 -1.771158 0.397042 0.0 0.6 0.1
S 2.212631 -0.367702 0.154816 0.7 -0.1 0.2
H -1.690467 1.212427 -1.555074 0.2 -1.6 -1.1
H -1.779324 -0.385106 -2.703674 1.4 1.5 0.9
H 0.282519 -1.103221 -1.441132 0.5 -0.3 -0.3
H 0.545539 0.395260 -2.397389 0.6 -0.4 0.8
H -2.335155 -0.118151 0.233202 -0.6 0.3 -0.7
H -3.197313 -0.977699 -1.037597 -0.5 0.1 -0.3
H 1.140428 1.482558 -0.283434 -0.1 1.4 -0.4
H 0.031701 0.481399 0.631572 0.0 0.0 -0.1
H -1.861113 0.127207 1.983317 1.2 -1.1 -0.5
H -0.650814 -0.808109 2.963589 0.4 -0.8 0.4
H 2.090938 0.325895 2.435435 1.9 0.4 -1.4
H 3.746593 -0.171527 1.946388 1.8 -1.5 0.5
H 3.242421 1.400507 1.414580 -0.1 0.4 -0.2
H -0.741870 -2.592907 1.594950 0.3 1.3 -1.1
```
Forces are in eV/Å.

natural (NBO) atomic charge list, values in e, 4 entries: number 1, C, carries 0.222; number 2, C, carries -0.376; number 3, C, carries -0.456; number 4, C, carries -0.430

> 2S+1 of number 1 (C12H18BeBr4FILiMgNO10PS)?

1

> Number 2 is which compound?

C8H14N2O2S